Record 1
Here is a molecular structure, C29H18CuN4S from OMol25. Energies are from ωB97M-V/def2-TZVPD.

```
53
Properties=species:S:1:pos:R:3:forces:R:3:lowdin_spin:R:1
N -0.19192 -2.23892 1.33106 0.10 -0.11 0.22 0.00
H -2.29827 5.03652 0.70771 0.01 -0.02 0.01 0.00
C 0.02470 1.69608 -2.58662 0.08 -0.01 0.06 0.25
C -1.39267 4.57288 0.33253 0.01 0.14 -0.02 0.00
C 4.18363 -1.94995 -1.95930 -0.05 -0.04 -0.09 0.00
C -2.84040 -1.75593 -1.44175 -0.06 0.05 0.04 0.00
H -0.53422 -4.95176 1.31265 0.00 -0.02 0.04 0.00
S 0.18252 -0.83008 3.45555 0.00 0.08 -0.04 0.00
C -0.40102 6.82263 0.21660 0.00 -0.10 -0.07 0.02
C -0.21733 -3.12885 2.39538 -0.03 0.06 0.01 0.00
C 0.01003 -1.02034 1.73855 0.00 0.04 0.07 0.00
N 2.08320 -2.32762 -1.22195 0.06 0.14 -0.01 0.00
Cu 0.14638 -2.56580 -0.73430 0.14 -0.31 0.03 0.00
H 3.77747 0.12931 -2.67888 0.02 -0.03 0.03 0.00
C 0.01141 -0.27025 -0.64702 -0.18 0.32 0.08 0.00
H -3.34406 -2.71193 -1.35822 -0.01 0.02 -0.03 0.00
H 5.22836 -2.11233 -2.17688 -0.03 0.00 0.00 0.00
C -0.03317 -2.53899 3.64966 -0.02 -0.01 -0.04 0.00
C -1.21118 -0.25231 -1.56875 0.20 0.04 0.17 0.01
C -2.49316 0.46945 -1.38999 0.06 -0.08 -0.04 0.00
H 0.82199 3.21302 0.34265 0.01 0.02 -0.01 0.00
C -1.27060 3.24081 0.34521 0.05 -0.07 0.02 0.10
H 0.14204 1.74082 2.03248 0.02 0.02 -0.03 0.00
H -2.10338 2.62205 0.66017 0.00 0.03 0.04 0.01
C 0.02842 2.53255 0.01530 -0.03 0.01 0.01 0.00
C 0.51891 3.90987 -1.96258 0.00 0.04 0.03 0.24
H 0.16032 2.15238 -3.56249 0.02 -0.01 0.02 0.01
H -4.53399 -0.26299 -1.20989 0.04 -0.01 0.00 0.00
C 2.15944 -1.04691 -1.74234 -0.01 0.02 0.06 0.00
C 3.43574 -0.78986 -2.22615 -0.04 0.04 0.02 0.00
H 0.11329 -2.83807 5.78354 0.00 -0.01 -0.01 0.00
C -0.39012 5.45517 -0.21590 -0.03 -0.02 0.00 0.19
C 3.31095 -2.86275 -1.36942 0.03 0.03 -0.01 0.00
H -0.21936 -5.27616 5.58872 0.00 0.00 -0.01 0.00
C -3.47396 -0.43958 -1.32195 -0.07 -0.03 -0.01 0.00
H 0.94124 3.97390 -2.95862 0.01 0.01 0.02 0.01
N -0.40968 7.92049 0.56389 -0.01 -0.02 0.02 0.09
H -0.23646 -0.18816 -3.64707 0.00 0.03 0.00 0.00
C -0.03196 -3.29929 4.81559 0.00 0.00 0.01 0.00
C -0.40304 -4.50652 2.29155 0.01 0.00 -0.06 0.00
H 3.51324 -3.87941 -1.06413 0.00 0.03 0.00 0.00
C 0.89708 -0.34598 -1.66086 0.01 -0.22 -0.07 0.01
C 0.44169 5.12049 -1.28126 -0.04 0.01 0.03 -0.01
C 0.07908 0.07281 0.76591 0.01 -0.18 -0.15 0.00
H -0.54017 -6.33291 3.38554 0.00 0.01 -0.01 0.00
C 0.16447 2.57939 -1.53540 -0.04 -0.10 -0.06 0.00
H -2.58729 1.54472 -1.38357 -0.03 -0.03 0.02 0.00
C -0.21857 -4.66221 4.69772 0.00 0.02 0.01 0.00
H 0.99395 5.94595 -1.71600 0.01 -0.01 -0.02 0.00
C -0.40176 -5.26149 3.44492 0.00 -0.01 0.00 0.00
N -1.57226 -1.68653 -1.62319 -0.21 0.16 -0.29 0.00
C -0.14302 0.20256 -2.63315 0.01 0.01 -0.04 0.03
C 0.12347 1.38005 1.00472 -0.03 0.05 0.03 0.00
```
Positions in Å, forces in eV/Å.

The spin multiplicity is 2. The expectation value of S² is 0.813. For the LUMO energy (alpha / beta), the calculation gives -0.0166 / -0.0651 Ha. The calculation puts the HOMO-LUMO gap (alpha / beta) at 6.4 / 5.1 eV. The calculation puts the energy at -91795.2620 eV. As for the charge: 0.



Record 2
Here is a molecular structure, C29H19BrF4NOPS3Zr from OMol25. Energies are from ωB97M-V/def2-TZVPD.

```
60
Properties=species:S:1:pos:R:3:forces:R:3:lowdin_charge:R:1
C 0.63741 -3.16286 -1.04547 0.14 0.12 -0.07 -0.28
H -0.18254 0.67799 4.58870 0.00 0.01 -0.02 0.13
H 2.92624 1.92301 0.09591 0.00 0.01 -0.02 0.10
C 3.66522 2.13868 -1.90440 0.00 0.00 0.01 -0.04
C -0.03082 1.04014 2.47876 0.21 0.19 -0.24 -0.16
C 3.62276 -1.78117 1.01301 0.13 0.01 0.00 -0.36
C 1.10934 3.04241 1.79518 0.05 0.06 0.06 -0.06
C -1.07905 3.88721 -1.02621 0.13 0.13 -0.06 -0.19
N -0.43644 -2.37580 -1.31912 -0.06 -0.35 -0.43 -0.10
H 1.02310 2.75664 5.17312 0.01 0.01 -0.02 0.12
H -0.58015 0.12229 2.27245 -0.13 0.05 0.34 -0.01
F 0.15303 4.33708 -1.24214 -0.01 -0.08 0.06 0.13
H -4.02719 -4.87900 2.68878 -0.03 0.04 0.01 0.11
H -3.18730 -5.49566 1.23574 0.04 -0.01 -0.03 0.08
Br -3.09959 0.50138 0.25213 0.02 -0.26 0.04 0.92
H 1.46565 3.71120 1.02047 -0.01 -0.02 0.02 0.12
H 1.80122 1.92055 -4.72806 0.00 0.00 0.01 0.12
C 0.68063 -4.47576 -1.49129 0.07 -0.08 -0.12 0.02
C -3.68200 3.10972 -0.53224 -0.14 -0.01 0.00 -0.25
C 0.17818 1.33980 3.81203 -0.02 -0.04 0.08 -0.04
C 1.31568 3.35441 3.13120 0.00 0.00 0.01 -0.03
Zr -0.73845 -1.09060 0.42465 -0.41 -0.66 0.33 1.10
C 0.85638 2.50653 4.13376 0.03 0.05 0.01 -0.03
C -1.43855 -4.13887 -2.57569 0.10 -0.13 -0.15 -0.02
C 1.66644 -2.50868 -0.24838 -0.01 0.16 -0.10 -0.56
C -1.30822 2.58663 -0.60966 0.03 -0.12 -0.08 -0.29
P 0.02589 1.40310 -0.23831 0.04 0.28 0.42 1.02
F -4.93047 2.73964 -0.29216 0.06 -0.01 0.00 0.12
H 4.12764 2.31265 -3.98800 -0.01 0.00 0.00 0.12
C 2.67398 1.92874 -0.95613 0.07 -0.03 -0.02 -0.08
F -4.41035 5.24803 -1.14591 0.05 -0.05 0.01 0.19
H 2.64625 -0.00960 1.73485 -0.01 0.01 0.01 0.10
C 1.04747 1.71019 -2.73498 0.07 0.02 -0.05 -0.09
C 0.43806 1.86997 1.46011 0.08 0.05 -0.07 -0.36
C 2.58722 -0.90113 1.12672 -0.15 -0.05 0.01 -0.20
H 4.68566 2.30699 -1.58568 -0.03 0.00 0.00 0.12
H -0.33628 -5.98674 -2.61332 0.01 0.02 0.01 0.13
S -0.38565 -2.54245 2.55441 0.01 0.17 -0.16 0.74
O -1.97480 -4.54545 2.65730 -0.04 -0.18 -0.04 -0.14
H -2.24801 -2.18156 -2.31081 -0.08 0.04 0.08 0.12
S 3.24059 -3.10935 0.02337 0.11 -0.24 -0.02 1.13
H -2.96834 -6.31068 2.81260 0.05 0.00 0.05 0.11
C -1.43781 -2.86223 -2.08659 0.06 0.19 0.03 -0.15
C 3.35008 2.13984 -3.25611 0.02 0.00 0.02 -0.04
C 1.43697 -1.30442 0.39006 0.09 0.29 0.12 -0.40
C -0.36047 -4.96476 -2.25659 0.00 -0.05 -0.01 0.01
S -2.75042 -2.81170 0.81998 -0.15 0.11 -0.02 0.63
C 2.04287 1.92176 -3.67363 -0.02 -0.01 0.00 -0.05
C 1.36493 1.72838 -1.37685 -0.07 -0.09 -0.11 -0.38
H -2.25473 -4.48296 -3.19466 0.03 0.00 0.01 0.13
H 0.02522 1.55006 -3.06153 0.00 0.01 -0.01 0.11
C -2.11843 4.78579 -1.21557 0.01 0.22 -0.08 -0.12
C -3.42245 4.39958 -0.96949 -0.14 0.19 -0.04 -0.11
C -3.13164 -5.36484 2.31255 0.01 0.07 0.02 -0.01
F -1.86373 6.01287 -1.62137 0.00 -0.07 0.03 0.18
C -2.63083 2.23891 -0.36780 0.00 -0.15 0.01 -0.52
H 4.60625 -1.71003 1.45483 -0.04 0.00 -0.03 0.09
C -1.75410 -3.43018 2.05619 -0.13 0.21 0.18 -1.20
H 1.83498 4.26712 3.39207 0.00 -0.02 0.01 0.12
H 1.53349 -5.09285 -1.24276 -0.02 -0.03 -0.01 0.12
```
Positions in Å, forces in eV/Å.

For the LUMO energy, the calculation gives -0.2589 Ha. The calculation puts the HOMO-LUMO gap at 7.1 eV. The calculation puts the energy at -157892.5529 eV. As for the energy above the lowest of the compared OMol25 structures with the same formula, charge and spin: 0.0 kJ/mol. As for the charge: +2.



Record 3
Here is a molecular structure, C29H19BrIN8O2Pd at a distorted geometry from OMol25. Energies are from ωB97M-V/def2-TZVPD.

```
61
Properties=species:S:1:pos:R:3:forces:R:3:lowdin_spin:R:1
H -4.42601 -3.71426 -0.36373 0.33 0.45 -0.14 0.00
C 1.01412 1.70178 -2.22353 0.66 2.37 0.69 0.01
C -0.05005 -4.06370 -1.22369 0.04 -1.23 -0.59 0.15
C 3.09813 1.61282 3.83219 -0.70 -1.22 1.46 0.10
C -4.39730 -2.62808 -0.51909 1.18 0.03 -0.83 0.02
H -0.66290 6.56348 1.94859 -0.05 -0.20 -1.13 0.00
C -4.41469 0.02882 -0.90474 -0.90 1.51 1.45 0.02
H 0.37348 2.50580 -2.70017 0.99 -0.97 0.92 0.00
C 2.04928 -7.09370 -0.57846 1.83 -0.42 1.17 0.09
H 3.12702 -1.23174 -1.03172 -0.04 0.95 -0.36 0.00
C 0.37799 -1.72037 -1.47200 2.48 -0.52 0.03 0.10
N 1.19710 -8.06383 -0.91092 0.32 2.73 -0.25 0.71
C 1.69336 -5.75242 -0.54801 -0.87 -0.88 -0.17 0.08
H 4.50590 5.04717 4.56685 0.12 0.96 -0.70 0.01
C -1.49506 4.18538 -0.94166 1.19 -0.72 2.04 0.04
H -1.45586 7.52730 -0.37259 0.27 -0.02 0.17 0.00
C -0.48038 -6.45974 -1.46570 1.83 -2.41 0.72 0.12
H -6.53535 -0.27080 -0.45798 0.07 0.67 -0.28 0.00
H 3.89458 3.70701 6.32260 -0.22 -0.07 0.41 0.00
H -2.11517 -4.54905 -0.80385 -0.17 0.08 -0.32 0.00
O -1.64814 3.41351 -3.23412 -0.87 -1.11 2.88 0.03
H 1.91307 -3.23462 -1.71254 -0.02 0.07 0.10 0.00
N -3.23619 -0.54405 -0.93807 -0.26 -1.54 -0.20 0.04
C 4.01606 4.15340 4.26322 -0.16 -1.82 1.85 0.15
H 2.79472 2.88306 -1.70851 -0.20 -0.82 -0.93 0.00
H -1.52442 -6.33967 -1.70575 0.13 -0.01 -0.39 0.01
N 0.43943 0.58472 -1.82653 -1.33 1.62 -1.74 0.02
N 3.13014 0.83835 -1.51650 0.54 0.79 1.18 0.00
C -0.83782 5.95734 1.03112 0.07 1.89 0.59 0.03
H 3.02045 -7.44253 -0.21650 -0.15 0.24 -0.09 0.02
C 0.86941 -3.03744 -1.50893 -0.85 2.52 0.61 0.02
C 2.36222 1.87020 -1.86155 -0.12 0.91 -0.48 0.02
C 3.10682 2.08382 5.16482 0.49 -0.13 0.31 0.15
I 2.45893 -0.35867 3.69378 0.24 0.53 -0.27 0.48
O -2.57348 2.17730 -1.51962 1.16 -0.21 -0.64 0.56
H -0.58623 -8.65615 -1.71446 0.20 0.39 -0.05 0.02
N -0.92797 -1.42164 -1.29481 -0.13 0.31 0.50 0.19
Pd -1.54038 0.43108 -1.35217 -0.44 -1.64 -0.26 0.27
C 0.39327 -5.43657 -1.07609 0.16 0.64 0.13 0.06
C -1.42755 -3.79102 -1.15160 -0.30 3.04 1.57 -0.01
N -0.88876 3.72600 0.21477 -1.03 -0.80 -0.84 0.01
C 1.17411 -0.46063 -1.57470 1.33 -2.88 1.08 0.01
C 3.85184 3.59079 3.01154 -0.22 -1.52 -2.52 0.11
H -4.42191 1.10924 -0.87665 -0.18 -0.02 -0.39 0.00
C 2.57167 -0.32069 -1.33981 -1.53 -1.69 -1.03 0.01
H 2.34157 -5.03118 -0.00675 -0.44 -0.60 -0.88 0.01
N 3.47648 2.29138 2.82517 0.41 2.17 -1.66 0.00
C -5.55027 -0.67678 -0.61754 -1.05 -1.76 -0.39 0.05
H 2.82693 1.41119 5.96382 -0.06 0.30 0.19 0.00
C -3.18478 -1.90848 -0.78104 0.69 -0.08 -0.31 0.00
N -5.56290 -2.02994 -0.54168 0.34 0.93 0.81 0.00
C 3.67525 3.32286 5.34337 0.03 0.81 0.21 0.00
C 0.04659 -7.80240 -1.42737 -3.03 -0.12 -0.59 0.10
C -1.80930 -2.41931 -1.03884 -1.86 -2.53 -0.32 0.12
Br -0.18328 4.06575 2.90930 0.21 -0.66 0.16 0.00
H -2.33302 5.79031 -1.92782 -0.03 0.56 -0.66 0.00
C -0.70072 4.58773 1.17583 0.19 -0.20 -0.85 0.01
C -1.72809 5.52076 -1.09248 -0.19 0.71 -0.81 0.04
C -1.25272 6.48033 -0.18530 -0.96 -1.17 0.61 0.00
C -1.88902 3.20750 -2.04363 0.75 1.71 -1.62 0.02
H 4.03982 4.08330 2.04223 0.10 0.08 0.86 0.00
```
Positions in Å, forces in eV/Å.

The spin multiplicity is 5. The expectation value of S² is 6.069. For the LUMO energy (alpha / beta), the calculation gives -0.3104 / -0.4490 Ha. The calculation puts the HOMO-LUMO gap (alpha / beta) at 4.9 / 4.0 eV. The calculation puts the energy at -127985.7648 eV. As for the energy above the lowest of the compared OMol25 structures with the same formula, charge and spin: 302.8 kJ/mol. As for the charge: +3.



> What is the charge in the second record?

+2